The following is a quantum chemistry calculation of a molecular structure, C27H23BN3O4Os, from OMol25.

## Properties
* molecular weight: 654.540 g/mol
* 2S+1: 5
* ⟨S²⟩: 6.02
* charge: +1
* HOMO level (alpha / beta): -10.7 / -10.9 eV
* orbital gap (alpha / beta): 8.19 / 6.52 eV

Each line ends with the Mulliken spin population.
Atoms and positions in Å:
Os1 0.32942 0.24335 -0.25364  3.166
O1 -0.36180 -0.89098 -1.68709  0.118
O2 -0.05663 -1.61143 2.18059  0.122
O3 -1.98322 -1.48156 0.95407  0.056
O4 1.73100 0.37724 1.12527  0.128
N1 2.08186 0.43491 -1.66392  0.063
N2 -1.34546 1.64852 -1.39088  0.156
N3 0.12187 2.44654 0.73791  0.153
C1 0.31818 2.68003 1.98143  -0.026
C2 -2.06837 -3.88302 4.26739  0.003
C3 2.55317 0.30764 4.64035  -0.010
C4 -1.48758 -2.03764 -4.90997  -0.017
C5 -3.32644 -3.01338 2.37693  -0.001
C6 1.08262 2.14840 4.25389  -0.006
C7 -1.75422 2.85846 -0.69047  -0.006
C8 -1.02397 -2.40713 2.76935  0.025
C9 -2.26814 -0.96499 -5.35245  0.031
C10 -3.24262 -3.80191 3.52123  0.003
C11 -0.98092 -0.87483 -2.86380  0.041
C12 2.92598 -0.59361 -1.78887  -0.007
C13 -0.52962 3.47139 -0.05807  0.013
C14 -1.75293 0.20632 -3.29881  -0.007
C15 3.91671 -0.61178 -2.74959  0.001
C16 1.02395 1.81427 2.89179  0.035
C17 1.82640 1.39781 5.13121  0.017
C18 -2.18719 -2.32696 2.03065  -0.009
C19 -2.39749 0.13837 -4.54381  -0.012
C20 -0.85777 -1.99691 -3.68471  0.016
C21 2.19233 1.48028 -2.49019  -0.012
C22 2.51823 -0.02909 3.30470  0.009
C23 -0.92427 -3.17900 3.90204  0.001
C24 4.03131 0.46902 -3.61043  -0.001
C25 3.15575 1.53568 -3.47741  0.009
C26 1.73836 0.70985 2.41676  0.031
C27 -1.94366 1.38229 -2.48923  -0.005
B1 -0.67904 -1.05739 1.07824  -0.087
H1 -0.03925 3.62677 2.39826  0.005
H2 -2.76751 -1.00683 -6.30979  0.001
H3 3.07207 -0.87353 2.91672  -0.002
H4 1.86194 1.65143 6.18105  0.001
H5 -0.26278 -2.82589 -3.32416  -0.002
H6 -2.67928 2.09800 -2.87009  0.001
H7 1.48506 2.28830 -2.34911  0.009
H8 -4.11057 -4.36466 3.83628  0.000
H9 -2.46324 2.58416 0.09540  -0.002
H10 0.53161 3.01446 4.60328  0.000
H11 -3.00638 0.97836 -4.85980  0.000
H12 3.15387 -0.28336 5.31994  0.000
H13 -1.38008 -2.91562 -5.53364  0.000
H14 4.58393 -1.45907 -2.81794  0.000
H15 -0.00716 -3.23153 4.47233  0.000
H16 -0.79514 4.35121 0.53411  -0.004
H17 0.16163 3.79151 -0.84271  0.001
H18 4.79520 0.48056 -4.37659  0.000
H19 3.21347 2.39836 -4.12581  0.001
H20 -2.24362 3.57194 -1.35835  -0.004
H21 -2.04509 -4.50712 5.15006  0.000
H22 -4.23266 -2.94475 1.79130  0.000
H23 2.79817 -1.41145 -1.09122  0.006

=====

The following is a quantum chemistry calculation of a molecular structure, C27H23N3O3PdSe, from OMol25.

## Properties
* molecular weight: 622.879 g/mol
* energy above the lowest of the compared OMol25 structures with the same formula, charge and spin: 3.9 kcal per mole
* 2S+1: 3
* ⟨S²⟩: 2.05
* charge: -2
* HOMO level (alpha / beta): -0.8 / -1.5 eV
* orbital gap (alpha / beta): 5.44 / 6.17 eV

Each line ends with the Mulliken spin population.
Atoms and positions in Å:
Pd1 -0.40846 0.22549 0.50109  0.959
Se1 -1.20822 -1.83722 -0.75015  0.158
O1 -2.20471 -0.24294 2.82042  0.036
O2 -1.31540 2.00675 -0.85211  0.044
O3 -1.03419 -2.52777 3.96789  0.002
N1 -0.64476 3.73229 0.58276  0.056
N2 1.76647 -5.37577 0.26047  0.003
N3 0.04155 2.87034 1.39566  0.243
C1 -3.48409 4.68596 -3.14194  -0.002
C2 -1.92878 5.59570 -1.03600  0.006
C3 -0.67238 1.92775 1.94213  -0.107
C4 3.18777 -2.21101 -2.24886  -0.057
C5 -0.30387 -1.41079 3.65654  0.043
C6 -1.82803 -3.08093 2.91524  -0.003
C7 -0.96518 -0.26926 3.01361  -0.042
C8 2.02115 -0.25094 -1.39748  -0.129
C9 0.85948 -5.44776 -0.71872  0.004
C10 2.88065 -1.34522 -1.21264  0.096
C11 -2.78752 3.78359 -2.34892  0.002
C12 -0.07504 0.84001 2.70871  0.066
C13 -0.00131 -3.22974 -0.33887  0.000
C14 0.99592 -1.35176 4.06073  -0.023
C15 0.94836 -3.14777 0.68237  -0.010
C16 1.79427 -0.20133 3.83303  0.048
C17 -2.00603 4.22812 -1.28790  -0.005
C18 -0.02229 -4.43759 -1.04690  -0.007
C19 1.80957 -0.92325 -3.72469  -0.054
C20 1.26808 0.86003 3.15618  -0.020
C21 -3.40372 6.04722 -2.88566  0.003
C22 -2.62090 6.49791 -1.82815  -0.001
C23 1.64935 0.63438 -0.31018  0.450
C24 1.78005 -4.22279 0.93458  -0.001
C25 2.65917 -2.00869 -3.51751  0.107
C26 -1.27741 3.20387 -0.44407  0.017
C27 1.49327 -0.06697 -2.68951  0.090
H1 2.50980 -4.14743 1.73604  0.001
H2 1.40759 -2.22152 4.56173  -0.001
H3 -3.94558 6.75372 -3.50440  0.000
H4 -0.72442 -4.57656 -1.85958  -0.002
H5 -2.88271 -2.88529 3.10805  0.001
H6 2.28765 0.58167 0.57059  0.018
H7 0.79398 0.74705 -2.84550  0.007
H8 2.82529 -0.18878 4.16592  0.003
H9 3.28668 -1.52448 -0.22336  0.003
H10 -1.76453 1.94712 1.88090  0.002
H11 -1.63194 -4.15691 2.90906  -0.001
H12 1.85947 1.73898 2.92991  -0.002
H13 0.83803 -6.37805 -1.28091  0.000
H14 1.36860 -0.76031 -4.70225  -0.003
H15 -2.82613 2.71747 -2.52841  0.000
H16 -2.54898 7.56002 -1.62294  0.000
H17 -1.31383 5.92454 -0.20960  0.002
H18 -4.09073 4.32372 -3.96391  0.000
H19 3.83157 -3.06309 -2.05758  -0.002
H20 -1.57140 -2.65856 1.94431  0.001
H21 1.03071 -2.24129 1.27742  0.012
H22 2.88664 -2.69405 -4.32591  0.012
H23 1.41140 1.65213 -0.61074  -0.022

=====

Question: What is the ⟨S²⟩ in the first record?
Answer: 6.02

=====

Question: Which of these has the highest ⟨S²⟩?
Answer: C27H23BN3O4Os

=====

Question: The highest molecular weight belongs to which entry?
Answer: C27H23BN3O4Os

=====

Question: Look up the charge of the second one.
Answer: -2